A cluster of 15 separate species, C73H180F24N11O6P4 in total in a non-equilibrium geometry. Source: OMol25; level of theory: ωB97M-V/def2-TZVPD.

Geometry as XYZ:
```
298
Properties=species:S:1:pos:R:3:forces:R:3
H -3.585 -8.869 0.138 0.6 -0.8 -0.4
H -6.099 1.649 -5.202 0.2 -0.1 0.3
H -2.958 3.484 -0.329 -0.2 0.6 -0.4
C 4.558 -2.869 -1.203 -0.3 0.8 -1.2
H 3.764 0.182 -6.053 0.0 0.1 -0.2
C -1.391 0.064 1.538 1.5 -0.5 -0.9
H -1.362 -2.978 4.491 0.1 0.1 0.1
H -2.206 1.373 -5.742 -0.5 -0.6 0.0
H -7.525 -4.207 5.696 0.6 0.3 0.2
C -5.148 3.443 -8.985 0.7 -0.2 0.0
O -6.424 -1.595 5.075 0.6 0.3 1.1
H -7.859 -3.950 4.102 0.2 -0.3 -0.6
H 4.917 -0.943 -4.076 0.1 0.6 0.0
H -3.712 2.419 -7.013 0.3 0.4 0.6
C -1.339 5.081 -0.537 -1.6 -0.2 -0.2
H 3.445 -8.095 4.539 0.7 0.2 -0.2
H -4.670 -1.774 -3.429 0.1 0.0 0.5
H 5.318 -5.525 6.361 0.5 -0.2 0.2
C -1.886 3.664 -0.255 0.7 -0.2 0.3
C 8.853 3.684 1.475 -0.8 0.4 0.3
H 3.727 -3.457 -1.594 0.2 -0.3 -0.2
C 4.508 -4.776 4.088 -0.5 0.2 0.4
H 0.696 8.587 0.027 -0.1 0.0 0.4
H 1.942 4.893 -5.020 -0.6 0.5 0.3
H 0.725 -0.615 3.187 0.3 0.1 -0.2
F 0.481 1.871 5.233 1.2 -0.8 -1.2
C -1.391 -4.255 -2.516 -0.4 -0.8 0.3
F 0.347 0.337 -4.997 0.2 -0.7 0.8
H 7.217 1.964 -2.898 -0.1 0.1 0.1
H -1.674 3.382 0.777 0.4 -0.2 0.1
H -4.324 4.156 -8.960 0.3 -0.2 0.0
C 7.039 -6.488 5.202 -0.2 0.0 0.8
H 0.814 -6.286 7.290 0.4 -0.1 0.6
H -9.449 -3.026 7.331 -0.3 -0.3 -0.4
H -2.812 -1.360 2.466 0.6 0.0 0.4
C 5.527 -6.890 3.404 1.7 0.0 -0.1
C 3.883 2.900 -5.042 -1.0 1.1 -0.2
H 8.462 1.228 1.392 -1.0 -0.8 0.4
H 5.179 -7.307 6.153 0.6 0.1 0.6
C 2.311 -1.956 5.684 0.8 0.2 -0.5
H 6.959 4.720 -0.093 -0.2 0.1 -0.3
C -8.692 -2.408 5.342 0.0 0.1 0.3
C 5.598 -6.384 5.751 -1.0 -0.3 -1.4
H -0.206 2.918 -4.224 0.8 -0.4 -0.3
P -0.801 2.785 5.059 -0.7 1.4 1.6
H 0.615 7.179 -0.952 -0.3 -0.3 0.1
H 0.194 -4.929 4.946 0.3 0.0 0.5
C 3.591 1.886 -0.501 -0.9 0.0 -0.1
H 2.507 5.670 -1.107 0.0 -0.2 -0.2
H -1.233 0.655 2.441 -0.2 -0.4 0.3
C -4.738 2.111 -6.813 0.4 1.3 -0.3
C -8.870 -2.253 6.825 0.5 -0.3 1.1
N 4.716 -6.238 4.480 -0.3 -0.6 -0.9
H 3.008 -6.703 5.555 -0.2 -0.3 0.1
H -4.956 -0.146 -1.681 0.4 -0.3 0.2
F 2.387 0.176 -3.909 0.6 0.8 -0.6
H 2.473 3.677 -6.674 0.4 0.2 0.3
N 9.352 1.199 1.869 -0.6 2.0 -0.2
H 2.758 7.357 -1.540 0.3 0.1 0.1
C 1.593 1.426 1.145 0.0 -1.2 0.1
C 2.395 2.414 0.309 0.5 -0.1 0.3
C -4.489 1.377 -3.036 0.3 0.4 -1.0
H 4.714 3.202 -7.903 -0.2 0.1 0.3
H 1.923 2.238 -5.812 -0.1 0.3 0.5
O -0.953 -5.779 6.575 -0.8 0.9 -1.7
H -4.818 2.493 -9.407 0.2 0.1 -0.4
F 0.511 -6.887 0.391 0.6 0.5 0.4
H -5.277 -1.016 3.498 -0.3 0.1 -0.5
H -1.940 1.099 -4.025 0.0 0.1 0.1
H -1.076 7.599 2.728 0.6 -0.6 -0.6
C 3.500 -2.491 4.831 -0.7 0.0 1.1
P 1.187 -5.641 1.218 -1.0 0.3 -1.6
C -2.225 -3.579 4.780 1.0 0.2 1.2
H 9.996 1.032 1.109 0.9 0.2 0.0
P 1.001 -0.652 -3.828 -0.4 0.8 -0.7
C -5.111 2.087 -5.343 2.2 -0.3 -0.4
H -3.500 -5.747 5.751 0.0 -0.4 0.4
C -5.638 3.137 -7.577 -1.3 -1.2 -0.8
C 0.678 -1.284 2.328 -0.1 0.7 -0.9
H -2.715 -6.376 -2.711 -0.6 -0.8 0.0
H -4.487 3.218 3.532 0.2 -0.1 0.0
H -4.483 -0.868 4.964 -0.3 -0.1 0.7
H 11.242 2.154 3.418 0.4 -0.1 -0.2
F -1.660 1.478 4.707 -0.8 -1.1 -0.4
H 0.195 -2.540 -0.134 0.3 0.1 0.9
F -7.270 -4.345 1.520 1.1 0.1 0.1
H -5.575 1.434 -2.977 -0.1 0.2 -0.8
O 7.508 3.320 1.256 0.2 -2.7 0.6
H 8.925 4.680 1.913 -0.1 0.0 0.7
C -4.160 -0.236 -4.738 0.1 0.7 -0.9
H 4.408 1.451 0.075 -0.1 0.1 0.3
H -2.380 -3.418 5.847 0.0 0.2 0.1
H -0.329 4.434 -4.944 -0.7 0.2 -0.5
H -4.681 1.103 -7.223 -0.9 -0.1 -0.3
H 7.470 -7.465 5.421 0.1 0.3 0.8
F 1.681 -4.976 -0.170 0.4 -0.2 0.2
C 1.379 6.735 1.056 -1.3 0.5 -0.5
F 1.780 -1.478 -2.648 -1.0 -0.9 -0.3
O -1.465 -5.322 -1.593 -0.1 -0.1 1.5
H 0.602 -4.546 7.232 -0.2 0.3 -0.2
H 2.971 0.405 -9.929 0.2 0.2 -0.9
H 3.973 2.737 -1.064 0.2 -0.3 -0.2
H -0.295 5.057 -0.850 0.1 -0.1 0.5
H -2.806 -5.813 0.912 -0.3 0.5 0.2
H -1.711 -7.720 -0.983 0.2 0.0 0.2
C -4.448 2.674 2.588 -0.9 0.8 0.9
H -5.928 4.071 -7.095 0.6 -0.1 0.7
H 0.173 -2.206 2.617 0.0 0.1 -0.3
C 0.477 7.520 0.074 -1.1 -0.9 0.5
C 3.240 3.742 -3.857 0.6 -0.7 -0.3
H 5.563 -0.313 -0.488 -0.2 -0.7 0.4
H -8.834 2.596 0.591 -0.6 0.2 -0.3
C 9.438 2.646 2.469 0.1 0.5 -1.7
P -5.651 -4.371 1.617 -0.5 -0.8 -1.9
F 0.095 4.078 5.312 0.1 0.4 -0.6
H -3.792 -8.743 -1.658 -0.6 0.2 0.3
C 4.586 2.119 -7.926 0.4 1.3 -0.5
H -7.657 3.202 -0.405 0.2 -0.1 -0.5
C 2.634 5.080 -4.199 0.2 -0.4 -1.6
H 5.105 0.674 -9.300 0.6 0.1 -0.9
C -2.689 -6.050 -1.671 0.6 0.9 -1.1
H -3.495 9.545 -0.112 -0.1 0.1 0.3
H -7.784 -1.175 3.697 -0.6 -0.1 -0.4
H -2.819 3.854 -5.175 -0.3 -0.5 -0.5
H -3.443 -0.488 -5.519 -0.3 -0.2 0.0
H -9.018 -4.450 5.194 -0.4 -0.4 -0.3
H 6.271 4.923 1.510 0.2 0.3 0.2
C -0.711 3.418 -5.050 0.9 -0.9 1.0
H 1.061 5.693 1.058 0.0 -0.1 0.1
F -0.180 -4.758 1.064 -1.2 0.2 -0.8
H 5.509 -3.400 -1.239 -0.2 -0.3 0.2
H 1.363 1.567 -8.467 0.1 -0.1 -0.4
C 10.866 2.907 2.726 0.4 0.5 1.1
H 7.742 -7.060 3.215 -0.4 -0.5 0.1
F 0.479 0.413 -2.692 -0.2 -0.3 -0.3
H 7.154 -5.486 3.280 -0.1 0.3 0.1
N -3.196 -5.818 4.791 2.1 0.6 -1.4
H 2.457 -0.883 5.812 -0.4 0.0 0.1
C -0.598 -5.630 5.206 -2.5 -0.1 0.2
F -5.580 -2.789 1.833 -0.1 0.5 0.4
F -0.392 -1.493 -3.668 1.3 0.5 -0.1
H -7.528 3.269 1.238 0.2 0.7 0.5
H 5.402 1.684 -7.350 -0.4 -0.1 0.3
C 2.805 2.775 -6.159 0.4 -2.2 -1.2
C -1.962 8.188 -0.572 2.1 -1.2 1.0
H 8.117 0.741 -2.098 -0.2 -0.5 0.4
H -0.375 -6.613 4.790 0.2 0.0 -0.2
H -5.178 1.815 0.377 0.0 0.7 -0.1
N -0.030 -0.625 1.161 -1.0 -1.0 -0.8
H -3.394 -0.737 1.076 0.2 0.5 -0.6
C 3.237 1.459 -9.843 -1.8 0.6 1.1
C -1.588 5.972 0.692 1.3 -0.1 -1.3
H -4.126 2.342 -2.682 0.3 -0.3 0.4
F 0.439 -6.200 2.539 0.9 -1.2 0.9
H -5.351 0.456 1.409 -0.6 -0.7 -0.7
H 5.641 -2.364 -3.669 0.7 -0.1 -0.3
H 4.116 -4.756 3.071 0.1 -0.3 -0.1
F 2.605 -6.378 1.417 -1.0 -0.2 0.2
H 5.542 -7.965 3.587 -0.8 0.0 -0.5
C -7.749 -1.284 4.781 -0.5 -0.8 -0.6
O 5.972 0.511 -2.258 0.3 -1.6 -0.7
H 5.607 3.710 0.501 0.4 -0.7 -0.1
H -7.906 -2.284 7.332 0.1 0.4 0.1
C -1.902 -2.260 0.730 1.6 -0.5 1.5
H 5.501 -4.326 4.078 0.0 0.0 0.2
C -2.531 8.777 1.757 -2.1 -0.2 -0.9
H 2.726 -6.588 3.844 0.1 -0.4 -0.2
H -4.317 3.419 1.804 0.2 0.0 -0.2
H -1.485 0.789 0.730 -0.4 0.0 -0.1
H -1.064 5.446 1.490 0.4 0.8 0.3
H -0.413 2.945 -5.986 0.0 0.2 -0.1
H -3.069 -6.747 4.414 -0.2 -0.8 0.7
H -0.463 8.945 1.677 0.2 -0.2 0.6
H -2.275 3.364 -3.636 0.2 0.7 0.3
H 4.385 -2.015 5.254 0.3 -0.2 -0.3
H -5.853 3.883 -9.691 -0.4 -0.2 0.4
H -3.870 7.881 0.199 -0.1 0.0 0.4
H -8.452 0.419 -0.831 0.0 0.0 0.0
H 8.844 2.671 3.382 -0.1 -0.4 -0.2
F -1.055 2.608 6.616 -0.3 -0.3 0.6
H -0.788 -1.199 -0.666 0.3 0.0 -0.5
C -2.638 -7.211 -0.718 2.7 0.2 -0.2
H 4.133 6.327 -0.950 0.0 0.3 -0.5
H 2.506 -4.316 4.679 -0.2 -0.1 -0.3
H 3.386 -2.229 3.779 0.1 0.2 -0.1
C 4.676 1.669 -9.414 -0.3 -1.2 1.9
H 2.241 0.975 1.897 0.2 -0.1 0.1
H 5.283 2.337 -10.025 -0.1 -0.2 0.1
C 2.350 1.987 -8.665 1.2 0.7 1.0
H -3.173 8.168 2.393 -0.3 0.7 0.3
H -2.608 -2.716 0.036 0.4 0.4 -0.5
H 9.495 0.522 2.605 -0.4 -0.5 0.1
N -2.348 -6.692 0.721 -0.4 -0.9 -1.0
C 7.164 1.269 -2.059 -0.8 0.7 -0.3
C -3.079 8.624 0.298 -0.8 0.8 -0.1
F -2.154 3.688 5.027 0.1 0.0 -1.0
H 3.223 1.128 -1.192 0.2 0.0 -0.3
C -2.143 3.146 -4.696 -1.4 1.9 1.7
F -0.621 2.968 3.403 0.3 0.0 0.1
H 3.791 -0.938 -1.863 0.0 -0.2 -0.6
H -7.918 0.918 1.472 0.5 0.1 0.4
H -3.197 0.195 -1.777 -0.1 -0.1 0.2
C 0.926 0.314 0.286 -0.6 0.1 2.6
H -9.407 -1.333 7.056 0.3 0.1 -0.1
H -9.718 -2.418 4.973 0.3 0.4 -0.9
C -3.721 -8.203 -0.714 -1.0 0.4 1.8
H -7.116 -0.581 -0.276 0.0 0.0 0.1
H -6.813 0.773 -1.358 0.0 0.2 0.1
H -8.058 -0.335 5.219 -0.2 0.0 0.2
H -3.075 -3.163 4.239 -0.2 -0.6 -0.2
H -2.513 9.835 2.015 -0.1 -0.3 0.4
H -1.394 2.954 -0.921 0.0 -0.2 0.0
H -1.065 -4.699 -3.456 0.1 0.6 -0.3
H 10.879 3.831 3.303 0.5 0.2 -0.2
H 5.250 -6.539 2.410 -0.6 -0.6 0.2
F 1.540 -1.621 -5.037 -0.4 0.1 1.3
H -1.749 -5.037 3.444 0.2 -0.8 -0.2
C -7.225 1.315 0.729 -1.6 -0.8 -1.7
C 3.405 -7.006 4.587 -0.5 1.8 0.8
H 3.292 6.024 1.179 0.5 0.5 0.3
C -4.120 0.078 -2.344 0.3 0.6 0.8
N 3.200 1.811 -7.371 1.1 -1.2 -0.1
C 5.856 -0.695 -1.466 -0.4 1.5 -1.0
H 11.457 3.008 1.815 0.1 -0.1 0.2
H 6.984 1.856 -1.159 0.7 0.1 0.3
H -1.352 -6.616 0.873 0.8 0.4 -0.3
H 3.389 5.714 -4.663 0.0 0.4 0.4
H -3.608 1.981 2.634 -0.2 -0.3 -0.1
H 2.321 3.073 -8.753 -0.5 0.0 0.0
H -3.540 -5.379 -1.557 -0.3 0.1 0.4
H 2.435 3.125 -3.457 0.2 -0.3 0.4
H 3.130 7.830 0.990 0.7 -0.2 -0.2
C -0.520 -1.791 0.208 -1.7 1.8 -1.0
H 1.333 -2.146 5.242 0.0 0.0 -0.2
H 9.357 3.880 0.528 0.5 -0.9 -0.3
C 2.808 6.845 0.650 0.5 -0.4 -1.2
C -7.411 0.443 -0.509 -0.1 0.0 -0.1
C -2.438 -1.061 1.487 -1.2 0.7 0.7
H -2.619 5.990 1.044 -0.1 0.4 -0.5
H -5.184 -0.402 -5.072 0.1 0.0 -0.3
H -6.592 2.625 -7.699 -0.3 0.0 0.0
H 0.287 0.852 -0.414 0.1 -0.8 -0.4
C -3.939 -0.966 -3.421 0.3 -0.3 -1.0
H -4.556 -7.666 -0.265 -1.1 -0.1 -1.3
H 3.989 3.975 -3.101 0.1 -0.7 0.2
N -1.065 7.410 0.441 1.3 -1.3 1.5
C 3.505 -3.994 4.973 0.1 -1.5 -0.4
C 6.554 4.181 0.764 -0.2 2.0 -0.3
H -5.596 0.382 4.496 -0.9 -0.1 0.6
C -5.827 1.403 1.150 1.3 0.1 2.7
H 1.633 -1.507 1.852 0.3 -0.3 0.8
C 0.088 -5.486 7.433 1.1 -0.5 1.0
H -0.307 -5.462 8.448 0.2 -0.2 -0.1
C -1.194 8.145 1.792 0.7 1.5 -1.3
H -1.860 5.432 -1.427 -0.1 0.3 0.0
H 3.545 -4.358 6.000 0.4 0.5 0.3
F -5.744 -4.595 3.236 -0.3 -0.2 0.3
H 1.386 7.115 2.078 -0.8 0.0 0.0
C 3.221 0.282 -6.992 0.1 1.6 -0.2
H 6.821 -1.192 -1.365 0.0 -0.3 -0.3
H 2.227 -0.145 -6.864 0.0 0.4 -0.2
N -4.037 1.265 -4.512 -0.6 0.5 0.7
F -5.647 -5.997 1.332 0.3 1.5 0.4
C 3.074 6.567 -0.859 -0.1 -0.1 1.2
H 2.953 2.121 -10.661 0.0 -0.8 -0.5
H -2.225 7.484 -1.361 0.1 0.3 0.0
C 4.681 -1.546 -2.025 0.2 0.2 1.3
H 0.840 1.961 1.724 -0.2 0.1 -0.1
H 4.798 3.361 -5.414 -0.2 0.4 -0.1
C -5.466 -0.700 4.524 1.2 -0.7 -1.0
H -2.395 -3.843 -2.615 -0.1 0.4 -0.3
N 4.812 -1.800 -3.551 0.6 -0.3 1.6
O -5.762 2.079 2.443 0.7 0.4 -1.9
F -4.000 -4.444 1.861 0.1 -0.1 -0.5
H 4.244 -2.669 -0.178 0.4 0.3 0.0
C 6.959 -6.474 3.696 0.1 1.3 -0.8
N -7.839 2.708 0.458 0.3 -0.8 1.3
H -3.837 -5.374 4.150 -0.9 0.4 -0.1
N -8.213 -3.859 5.043 -0.4 1.3 0.4
H -1.253 8.935 -0.929 -0.5 0.3 -0.2
H -5.059 3.096 -4.935 -0.2 -0.1 0.1
H 2.151 5.537 -3.335 0.1 0.1 -0.3
H 2.324 -2.433 6.664 0.0 0.1 0.1
F -5.452 -4.053 -0.016 0.0 -0.8 1.7
C -2.487 1.710 -4.744 -1.6 -1.6 -1.1
H 1.633 -0.417 -0.106 -0.1 0.4 -0.5
H 1.697 2.898 -0.375 0.1 0.3 -0.2
H 2.797 3.155 1.000 -0.3 0.3 0.0
C -1.859 -5.040 4.529 -1.0 0.7 -1.0
H -1.740 -3.038 1.477 0.1 -0.2 -0.1
H -2.941 -1.402 -3.417 -0.1 0.0 0.2
H 7.612 -5.653 5.605 0.4 -0.4 0.0
H -0.707 -3.501 -2.125 0.1 -0.2 -0.2
H -2.654 -7.403 1.369 -0.5 -0.2 0.2
F 1.704 -4.399 2.061 1.4 0.9 0.9
H 3.771 -0.189 -7.808 -0.2 -0.2 0.2
H 4.087 -2.354 -3.984 -1.0 -0.1 0.2
H 4.211 1.925 -4.683 -0.4 -0.1 0.1
```
Forces are in eV/Å.

Output
HOMO level: -20.43 eV
Net charge: +7
Lowest unoccupied orbital energy: -11.34 eV
E: -7703.47054 a.u.
ΔE to the lowest compared entry with this formula, charge and spin: 698.9 kJ/mol